ORCA calculation (the ωB97M-V functional and the def2-TZVPD basis) on a 4-piece molecular cluster, C31H71ClF4N9O8P3S overall in a non-equilibrium geometry.

ORCA input file:
```
! wB97M-V def2-TZVPD RIJCOSX def2/J DEFGRID3
* xyz 0 1
C 1.55 3.57 -2.03
C 1.61 4.04 -3.46
F 2.86 4.52 -3.77
C 1.18 3.00 -4.52
C 1.75 1.64 -4.11
C 1.93 0.66 -5.28
C 2.32 -0.78 -4.87
C 2.86 -0.96 -3.44
S 4.58 -0.44 -3.18
O 4.64 0.83 -2.53
O 5.17 -1.48 -2.40
Cl 5.55 -0.45 -4.98
O 1.55 3.40 -5.85
C 0.45 3.79 -6.55
O 0.35 3.92 -7.73
O -0.56 3.98 -5.62
C -0.34 2.88 -4.74
C -1.28 2.71 -3.58
C -2.63 2.06 -4.05
C -3.09 1.01 -3.11
F -3.69 1.45 -1.99
C -2.97 -0.29 -3.31
F -2.19 -0.81 -4.24
F -3.64 -1.18 -2.60
H 2.35 2.88 -1.78
H 1.73 4.44 -1.39
H 0.62 3.07 -1.77
H 0.90 4.86 -3.56
H 1.12 1.15 -3.37
H 2.75 1.81 -3.70
H 0.98 0.60 -5.81
H 2.64 1.04 -6.01
H 1.41 -1.38 -4.91
H 3.04 -1.22 -5.55
H 2.23 -0.54 -2.67
H 2.89 -2.03 -3.25
H -0.42 2.00 -5.39
H -0.83 2.02 -2.88
H -1.50 3.67 -3.12
H -3.37 2.85 -4.06
H -2.48 1.66 -5.05
C -3.76 -4.10 -0.89
N -3.54 -5.37 -0.25
C -2.64 -6.24 -0.99
P -3.71 -5.75 1.42
O -2.33 -5.41 1.91
N -4.57 -4.63 2.41
C -5.39 -3.54 1.93
C -3.91 -4.22 3.65
N -5.17 -6.61 1.12
C -5.98 -6.60 -0.08
C -5.84 -7.19 2.28
H -4.11 -4.25 -1.91
H -2.84 -3.49 -0.93
H -4.53 -3.50 -0.42
H -3.11 -7.21 -1.18
H -1.71 -6.42 -0.44
H -2.37 -5.81 -1.95
H -4.79 -2.70 1.56
H -6.02 -3.16 2.74
H -6.08 -3.85 1.15
H -3.16 -3.43 3.47
H -3.40 -5.06 4.12
H -4.64 -3.84 4.36
H -6.46 -5.63 -0.25
H -6.78 -7.35 0.00
H -5.42 -6.88 -0.97
H -6.62 -6.52 2.66
H -5.13 -7.36 3.09
H -6.28 -8.15 2.04
C -3.53 5.73 1.98
N -2.34 5.49 2.77
C -2.51 4.45 3.77
P -0.71 5.82 2.34
O -0.36 4.53 1.64
N -0.44 6.87 0.98
C -1.43 7.71 0.35
C 0.49 6.37 -0.03
N -0.65 7.17 3.40
C -1.75 7.84 4.05
C 0.60 7.92 3.43
H -4.37 5.95 2.65
H -3.80 4.86 1.36
H -3.45 6.60 1.34
H -2.25 4.82 4.77
H -1.89 3.58 3.56
H -3.55 4.11 3.82
H -2.12 7.13 -0.28
H -0.94 8.45 -0.29
H -2.01 8.28 1.08
H 0.00 5.67 -0.72
H 1.34 5.86 0.43
H 0.90 7.20 -0.62
H -2.40 8.37 3.35
H -1.37 8.58 4.76
H -2.36 7.16 4.64
H 0.56 8.78 2.77
H 1.44 7.29 3.12
H 0.83 8.26 4.44
C 6.57 -4.47 1.22
N 5.81 -3.24 1.21
C 6.33 -2.24 0.28
P 4.16 -3.02 1.66
O 3.49 -3.30 0.33
N 3.40 -4.28 2.56
C 4.07 -5.38 3.20
C 2.11 -4.74 2.05
N 4.62 -2.25 3.12
C 5.92 -2.21 3.75
C 3.53 -1.82 4.00
H 7.62 -4.24 1.43
H 6.52 -5.00 0.27
H 6.27 -5.15 2.01
H 6.52 -1.29 0.81
H 5.62 -2.05 -0.53
H 7.27 -2.56 -0.16
H 4.40 -6.14 2.48
H 3.40 -5.87 3.91
H 4.93 -5.05 3.79
H 2.22 -5.46 1.22
H 1.50 -3.91 1.69
H 1.54 -5.23 2.84
H 6.23 -3.19 4.11
H 5.91 -1.53 4.60
H 6.69 -1.82 3.08
H 3.33 -2.56 4.77
H 2.61 -1.66 3.43
H 3.77 -0.87 4.48
*
```

Results
E_tot: -125177.5782 eV
HOMO: -7.667 eV
LUMO energy: 0.03 eV
HOMO-LUMO gap: 0.2827 hartree
max |F|: 6.12 eV/A
SMILES: C[C@@H](F)[C@]1(CCCCS(=O)(=O)Cl)OC(=O)O[C@@H]1CCC(F)=C(F)F.CN(C)P(=O)(N(C)C)N(C)C.CN(C)P(=O)(N(C)C)N(C)C.CN(C)P(=O)(N(C)C)N(C)C